DFT (the ωB97M-V functional and the def2-TZVPD basis) results for the molecule C22H32N4O4S.

Element x y z (Å)
C1 -4.384 -5.919 0.169
O1 -3.962 -4.640 -0.228
C2 -2.583 -4.399 -0.054
C3 -2.167 -4.196 1.407
C4 -0.704 -3.758 1.512
N1 -0.491 -2.477 0.890
C5 0.102 -2.315 -0.304
S1 0.909 -3.576 -1.039
N2 0.054 -1.097 -0.897
C6 0.765 -0.879 -2.140
C7 0.004 -1.390 -3.369
C8 -1.397 -0.798 -3.514
N3 -1.429 0.658 -3.423
C9 -0.752 1.293 -4.537
C10 -2.797 1.134 -3.330
C11 -0.726 0.018 -0.385
C12 0.028 0.832 0.638
C13 0.970 1.743 0.294
C14 1.696 2.487 1.269
C15 2.700 3.402 0.939
C16 3.375 4.098 1.920
C17 3.029 3.912 3.274
C18 2.051 2.995 3.616
C19 1.388 2.275 2.628
N4 0.417 1.364 2.941
C20 -0.288 0.606 2.042
O2 -1.127 -0.192 2.447
O3 3.630 4.613 4.277
C21 4.387 5.720 3.831
C22 5.220 5.331 2.612
O4 4.374 4.957 1.546
H1 -3.778 -6.701 -0.307
H2 -5.418 -6.016 -0.157
H3 -4.339 -6.050 1.256
H4 -1.992 -5.213 -0.498
H5 -2.387 -3.485 -0.621
H6 -2.290 -5.126 1.964
H7 -2.812 -3.437 1.856
H8 -0.419 -3.685 2.566
H9 -0.057 -4.485 1.015
H10 -0.916 -1.691 1.374
H11 0.951 0.190 -2.239
H12 1.723 -1.405 -2.087
H13 0.606 -1.180 -4.253
H14 -0.096 -2.473 -3.288
H15 -2.025 -1.185 -2.707
H16 -1.830 -1.146 -4.468
H17 -1.203 1.032 -5.507
H18 0.294 0.998 -4.551
H19 -0.804 2.374 -4.412
H20 -3.283 0.679 -2.467
H21 -2.789 2.215 -3.194
H22 -3.389 0.898 -4.227
H23 -0.979 0.645 -1.244
H24 -1.654 -0.349 0.064
H25 1.192 1.928 -0.747
H26 2.969 3.568 -0.091
H27 1.813 2.858 4.659
H28 0.192 1.212 3.918
H29 5.019 6.018 4.668
H30 3.714 6.545 3.563
H31 5.815 6.171 2.254
H32 5.882 4.495 2.876

The LUMO energy is 0.0003 hartree. The HOMO energy comes out at -7.462 eV. The energy above the lowest of the compared OMol25 structures with the same formula, charge and spin comes out at 1.939 eV.



DFT (the ωB97M-V functional and the def2-TZVPD basis) results for a structure of composition C47H62O5V at a distorted geometry.

Element x y z (Å)
V1 12.919 13.556 14.158
C1 10.504 12.545 12.570
O1 11.031 12.941 13.861
C2 10.297 13.932 14.594
C3 9.970 13.614 15.954
C4 10.305 12.274 16.592
C5 11.697 11.616 16.777
C6 11.747 10.337 17.335
C7 12.916 9.595 17.470
C8 14.108 10.302 17.234
C9 14.185 11.587 16.701
C10 15.562 12.210 16.540
C11 15.821 13.609 15.952
C12 16.538 14.576 16.669
C13 16.822 15.876 16.186
C14 16.358 16.206 14.912
C15 15.733 15.262 14.084
C16 15.524 15.620 12.603
C17 14.147 15.763 11.981
C18 14.052 16.061 10.628
C19 12.846 16.226 9.943
C20 11.677 16.110 10.682
C21 11.696 15.778 12.025
C22 10.297 15.687 12.631
C23 9.958 15.169 14.026
C24 9.244 16.059 14.839
C25 8.907 15.829 16.179
C26 9.274 14.568 16.698
C27 8.216 16.868 17.057
C28 7.999 18.174 16.249
C29 6.882 16.314 17.535
C30 9.122 17.102 18.260
C31 12.904 15.586 12.658
O2 12.957 15.394 14.017
C32 12.857 16.539 8.424
C33 13.520 17.914 8.213
C34 11.444 16.537 7.900
C35 13.719 15.508 7.704
C36 15.364 14.009 14.666
O3 14.759 13.000 13.835
C37 15.593 12.071 13.052
C38 17.596 16.878 17.051
C39 17.938 18.148 16.256
C40 16.782 17.226 18.327
C41 18.875 16.196 17.502
C42 12.939 12.251 16.444
O4 12.915 13.505 16.068
C43 12.857 8.101 17.764
C44 14.250 7.499 17.823
C45 12.180 7.938 19.146
C46 12.043 7.404 16.687
H1 9.382 12.536 12.553
H2 10.837 11.526 12.352
H3 10.860 13.257 11.844
H4 9.715 11.515 16.075
H5 9.816 12.288 17.576
H6 10.787 9.817 17.526
H7 15.022 9.737 17.480
H8 16.172 11.454 16.043
H9 16.054 12.169 17.527
H10 16.857 14.337 17.673
H11 16.598 17.183 14.514
H12 16.089 14.857 12.025
H13 16.087 16.547 12.388
H14 14.946 16.152 10.011
H15 10.717 16.315 10.180
H16 9.742 15.072 11.903
H17 9.819 16.687 12.495
H18 9.016 17.039 14.406
H19 9.046 14.345 17.730
H20 7.346 18.076 15.346
H21 8.970 18.593 15.954
H22 7.533 18.942 16.912
H23 6.230 16.046 16.685
H24 6.304 17.025 18.143
H25 7.013 15.417 18.167
H26 10.114 17.459 17.977
H27 9.293 16.165 18.800
H28 8.681 17.820 18.972
H29 12.996 18.696 8.772
H30 13.545 18.150 7.139
H31 14.554 17.899 8.538
H32 10.829 17.306 8.355
H33 10.956 15.545 8.027
H34 11.460 16.789 6.820
H35 14.772 15.516 8.029
H36 13.738 15.716 6.621
H37 13.411 14.444 7.744
H38 16.624 12.455 13.032
H39 15.121 12.060 12.030
H40 15.558 11.081 13.502
H41 17.009 18.616 15.895
H42 18.570 17.934 15.373
H43 18.483 18.896 16.901
H44 15.804 17.648 18.103
H45 17.372 17.998 18.863
H46 16.665 16.365 19.017
H47 19.456 15.757 16.636
H48 18.730 15.393 18.261
H49 19.490 16.947 17.985
H50 14.873 8.039 18.596
H51 14.791 7.630 16.828
H52 14.275 6.417 18.103
H53 12.806 8.322 19.957
H54 11.978 6.866 19.363
H55 11.226 8.478 19.174
H56 12.533 7.487 15.699
H57 11.052 7.862 16.554
H58 11.858 6.335 16.900
C47 13.320 9.182 12.850
O5 12.920 10.169 13.803
H59 12.454 8.574 12.493
H60 14.117 8.508 13.234
H61 13.722 9.728 11.995
H62 12.356 9.743 14.495

The LUMO energy (alpha / beta) is 0.0110 / 0.0096 hartree. The expectation value of S² is 3.76. Its spin multiplicity is 4. The HOMO energy (alpha / beta) comes out at -5.142 / -7.031 eV.



DFT (the ωB97M-V functional and the def2-TZVPD basis) results for a cluster of 2 separate species, C3H5ClO in total at a distorted geometry.

Element x y z (Å)
Cl1 -1.059 1.453 -0.035
C1 -0.711 -0.216 0.238
C2 -1.058 -1.296 0.886
C3 -0.250 -1.543 -0.356
H1 -1.370 -1.956 1.681
H2 0.883 -1.757 -0.094
H3 -0.820 -2.040 -1.162
O1 1.513 2.720 -0.599
H4 1.984 2.618 0.180
H5 0.888 2.018 -0.739

The LUMO energy is 0.0253 hartree. The HOMO energy comes out at -9.606 eV. The energy above the lowest of the compared OMol25 structures with the same formula, charge and spin comes out at 3.307 eV.



DFT (the ωB97M-V functional and the def2-TZVPD basis) results for a cluster of 2 separate species, C30H29F13IO4S in total.

Element x y z (Å)
C1 0.837 1.735 3.840
C2 2.197 2.299 3.410
C3 2.076 3.502 2.447
C4 2.685 3.234 1.063
C5 1.850 2.178 0.313
C6 1.439 2.541 -1.123
C7 1.508 1.322 -2.044
C8 0.742 1.471 -3.371
C9 -0.648 2.017 -3.182
C10 -0.909 3.316 -3.620
C11 -2.142 3.932 -3.433
C12 -3.163 3.255 -2.786
C13 -2.926 1.962 -2.339
C14 -1.692 1.331 -2.538
C15 -1.587 -0.083 -2.058
O1 -1.041 -0.942 -2.711
C16 -2.300 -0.373 -0.779
C17 -1.852 -1.282 0.178
C18 -0.624 -2.140 0.014
C19 0.381 -1.930 1.149
C20 1.338 -3.083 1.410
F1 0.884 -4.269 0.918
F2 1.455 -3.257 2.762
C21 2.811 -2.895 0.945
F3 3.143 -1.624 1.267
F4 3.633 -3.720 1.619
C22 3.165 -3.031 -0.574
F5 4.436 -2.595 -0.682
F6 2.391 -2.187 -1.262
C23 3.191 -4.514 -1.169
F7 3.002 -5.389 -0.186
F8 4.415 -4.715 -1.665
S1 1.983 -4.926 -2.605
F9 1.420 -6.205 -1.865
F10 3.065 -5.845 -3.309
F11 2.552 -3.662 -3.369
F12 0.866 -4.054 -1.929
F13 1.009 -5.194 -3.807
C24 -2.609 -1.440 1.340
C25 -3.792 -0.748 1.556
C26 -4.566 -0.947 2.837
C27 -4.512 0.299 3.689
O2 -5.012 1.327 3.421
I1 -3.451 0.063 5.563
C28 -4.262 0.115 0.574
C29 -3.510 0.302 -0.572
C30 -3.994 1.236 -1.615
O3 -5.168 1.393 -1.852
H1 0.983 0.798 4.386
H2 0.327 2.443 4.487
H3 0.214 1.552 2.948
H4 2.776 1.493 2.958
H5 2.728 2.656 4.294
H6 2.536 4.379 2.906
H7 1.017 3.705 2.279
H8 3.714 2.893 1.197
H9 2.707 4.154 0.477
H10 0.938 1.985 0.875
H11 2.424 1.249 0.253
H12 2.095 3.342 -1.468
H13 0.411 2.897 -1.070
H14 2.551 1.096 -2.267
H15 1.105 0.477 -1.487
H16 1.291 2.155 -4.016
H17 0.709 0.503 -3.866
H18 -0.115 3.868 -4.103
H19 -2.290 4.941 -3.790
H20 -4.118 3.729 -2.624
H21 -0.164 -1.932 -0.942
H22 -0.958 -3.174 -0.022
H23 -0.156 -1.793 2.083
H24 0.910 -1.001 0.984
H25 -2.274 -2.128 2.106
H26 -4.184 -1.802 3.381
H27 -5.619 -1.086 2.597
H28 -5.192 0.651 0.684
O4 -1.060 2.127 1.411
H29 -2.018 2.049 1.480

The LUMO energy is 0.0667 hartree. As for the net charge: -1. The HOMO energy comes out at -3.602 eV.



DFT (the ωB97M-V functional and the def2-TZVPD basis) results for a structure of composition C5H3Cl2LuNO3Y at a distorted geometry.

Element x y z (Å)
Y1 -0.933 -2.289 -1.004
Lu1 -0.614 0.441 -0.180
Cl1 1.194 -1.039 -0.675
Cl2 -2.171 -1.470 1.032
C1 -2.566 1.670 0.300
C2 -0.140 -2.988 -3.033
C3 -2.800 -3.410 -1.712
O1 -3.496 2.316 0.542
O2 0.336 -3.345 -4.027
O3 -3.759 -3.995 -1.996
C4 2.877 2.568 2.000
C5 1.767 1.914 1.387
N1 0.815 1.416 0.893
H1 2.960 2.255 3.040
H2 2.733 3.646 1.959
H3 3.796 2.309 1.473

The LUMO energy is -0.6779 hartree. As for the net charge: +4. The HOMO energy comes out at -26.766 eV.



DFT (the ωB97M-V functional and the def2-TZVPD basis) results for a cluster of 10 separate species, C12H44O10 in total at a distorted geometry.

Element x y z (Å)
C1 -13.072 7.185 4.721
C2 -11.836 6.578 5.365
O1 -11.824 6.854 6.768
H1 -13.913 7.007 5.390
H2 -13.421 6.666 3.820
H3 -12.883 8.210 4.416
H4 -10.851 6.865 4.993
H5 -11.835 5.491 5.213
H6 -12.074 6.078 7.272
C3 -12.599 9.018 1.651
C4 -11.954 9.451 0.339
O2 -10.720 10.125 0.585
H7 -12.776 9.811 2.380
H8 -11.894 8.311 2.105
H9 -13.495 8.402 1.553
H10 -12.551 10.162 -0.244
H11 -11.763 8.533 -0.216
H12 -10.825 10.797 1.280
C5 -14.186 11.779 -1.759
C6 -14.897 10.435 -1.989
O3 -16.252 10.529 -1.606
H13 -13.199 11.677 -2.239
H14 -13.967 12.031 -0.720
H15 -14.720 12.542 -2.319
H16 -14.390 9.609 -1.487
H17 -14.871 10.307 -3.074
H18 -16.351 10.223 -0.679
C7 -11.604 10.465 5.751
C8 -10.262 10.790 6.391
O4 -10.277 10.457 7.780
H19 -12.243 11.347 5.794
H20 -12.055 9.655 6.322
H21 -11.409 10.204 4.713
H22 -10.022 11.858 6.299
H23 -9.433 10.273 5.892
H24 -9.624 10.995 8.232
C9 -16.451 7.540 0.701
C10 -16.600 8.727 1.651
O5 -16.008 9.853 1.030
H25 -15.423 7.346 0.404
H26 -17.032 7.742 -0.201
H27 -16.873 6.651 1.174
H28 -16.132 8.466 2.609
H29 -17.648 8.918 1.903
H30 -15.796 10.560 1.669
C11 -10.466 5.449 1.392
C12 -11.087 5.400 -0.002
O6 -12.028 4.345 -0.061
H31 -10.182 4.419 1.623
H32 -11.259 5.681 2.105
H33 -9.611 6.116 1.361
H34 -10.302 5.192 -0.735
H35 -11.543 6.378 -0.186
H36 -12.426 4.258 -0.929
O7 -15.453 11.600 3.162
H37 -14.494 11.709 3.174
H38 -15.776 12.134 3.897
O8 -7.999 9.386 -0.081
H39 -8.939 9.645 -0.100
H40 -7.748 9.465 0.844
O9 -10.636 12.672 -1.334
H41 -10.918 11.821 -0.970
H42 -11.432 13.215 -1.348
O10 -10.658 12.286 2.506
H43 -9.862 12.824 2.606
H44 -11.344 12.914 2.250

The LUMO energy is -0.0130 hartree. The HOMO energy comes out at -9.592 eV. The energy above the lowest of the compared OMol25 structures with the same formula, charge and spin comes out at 2.690 eV.



DFT (the ωB97M-V functional and the def2-TZVPD basis) results for a cluster of 6 separate species, C23H51BClF2IN14O12PSi in total at a distorted geometry.

Element x y z (Å)
C1 -2.708 -1.966 4.081
O1 -2.040 -1.315 2.990
B1 -1.269 -2.085 2.216
O2 -1.588 -3.409 2.052
C2 -0.006 -1.399 1.401
P1 1.448 -2.451 1.969
N1 1.287 -3.997 1.820
C3 -0.467 -1.592 -0.001
C4 -0.477 -2.878 -0.675
C5 0.759 -3.008 -1.636
O3 1.760 -3.798 -1.090
Si1 3.360 -3.440 -1.489
C6 3.795 -1.605 -1.455
C7 3.871 -4.166 -3.142
C8 4.399 -4.259 -0.157
N2 -0.902 -0.501 -0.508
C9 -1.603 -0.404 -1.795
C10 -0.909 -0.962 -3.042
O4 -1.249 -2.013 -3.500
Cl1 0.324 -0.046 -3.923
C11 -0.728 0.705 0.373
I1 -2.843 0.972 0.953
N3 -0.320 1.813 -0.383
C12 0.837 1.776 -1.269
C13 -0.794 3.168 -0.201
C14 0.141 4.152 0.461
O5 -1.827 3.558 -0.668
C15 0.136 0.168 1.541
C16 1.620 0.466 1.236
N4 -0.207 0.710 2.870
C17 0.474 0.108 3.959
O6 0.011 -0.740 4.679
F1 1.713 0.538 4.181
C18 -0.149 2.127 2.992
O7 0.840 2.802 3.139
F2 -1.334 2.683 2.996
H1 -3.035 -1.203 4.762
H2 -2.052 -2.625 4.626
H3 -3.576 -2.485 3.715
H4 -1.076 -3.982 2.622
H5 1.621 -2.088 3.320
H6 2.589 -2.036 1.271
H7 1.317 -4.484 2.703
H8 -1.388 -3.019 -1.234
H9 -0.393 -3.684 0.037
H10 0.370 -3.485 -2.526
H11 1.086 -2.006 -1.915
H12 3.097 -0.966 -1.986
H13 4.731 -1.500 -1.985
H14 3.946 -1.189 -0.467
H15 4.797 -3.696 -3.439
H16 4.040 -5.217 -2.983
H17 3.123 -4.003 -3.905
H18 4.224 -3.718 0.764
H19 5.448 -4.201 -0.402
H20 4.060 -5.270 0.021
H21 -2.518 -0.970 -1.723
H22 -1.912 0.611 -1.987
H23 1.208 0.777 -1.411
H24 0.551 2.142 -2.242
H25 1.662 2.396 -0.947
H26 -0.363 4.721 1.221
H27 1.061 3.702 0.794
H28 0.422 4.849 -0.313
H29 1.905 -0.036 0.326
H30 2.309 0.206 2.025
H31 1.735 1.520 1.043
C19 -5.556 -1.563 -2.550
O8 -4.414 -1.141 -2.341
N5 -6.655 -0.899 -2.118
N6 -5.783 -2.714 -3.232
H32 -7.592 -1.214 -2.283
H33 -6.510 -0.041 -1.622
H34 -4.986 -3.220 -3.567
H35 -6.699 -3.071 -3.425
C20 1.369 -8.371 1.122
O9 1.471 -9.447 0.566
N7 1.477 -7.181 0.453
N8 1.135 -8.263 2.470
H36 1.395 -6.280 0.887
H37 1.649 -7.230 -0.533
H38 1.051 -9.115 2.990
H39 1.049 -7.389 2.950
C21 2.767 6.479 1.953
O10 2.212 6.375 0.859
N9 3.464 7.585 2.300
N10 2.708 5.490 2.899
H40 3.918 7.698 3.186
H41 3.492 8.344 1.637
H42 2.188 4.663 2.679
H43 3.149 5.560 3.796
C22 -4.718 0.835 -5.661
O11 -5.803 0.293 -5.764
N11 -4.420 2.014 -6.288
N12 -3.711 0.297 -4.901
H44 -3.535 2.475 -6.216
H45 -5.140 2.428 -6.849
H46 -3.914 -0.562 -4.423
H47 -2.811 0.721 -4.793
C23 0.905 9.816 1.734
O12 2.049 10.075 1.387
N13 0.343 8.590 1.526
N14 0.110 10.737 2.362
H48 -0.588 8.350 1.807
H49 0.919 7.905 1.060
H50 0.502 11.644 2.527
H51 -0.828 10.550 2.656

The LUMO energy is -0.1442 hartree. As for the net charge: +1. The HOMO energy comes out at -11.346 eV.



DFT (the ωB97M-V functional and the def2-TZVPD basis) results for the molecule C5H3NO2 at a distorted geometry.

Element x y z (Å)
C1 1.013 -0.636 -1.352
C2 0.180 -0.159 -0.369
C3 1.045 -0.067 0.768
C4 -1.207 0.260 -0.153
C5 -1.335 0.705 1.269
N1 2.240 -0.446 0.509
O1 -2.093 0.264 -0.972
O2 2.226 -0.809 -0.838
H1 0.864 -0.860 -2.393
H2 -1.565 -0.006 2.038
H3 -1.367 1.755 1.494

The LUMO energy (alpha / beta) is -0.0260 / -0.0673 hartree. The HOMO energy (alpha / beta) comes out at -10.475 / -9.637 eV. The energy above the lowest of the compared OMol25 structures with the same formula, charge and spin comes out at 5.105 eV.